Entry 1:
Below is a cluster of 12 separate species, C4H31NO13 in total in a non-equilibrium geometry, with properties calculated with ωB97M-V with the def2-TZVPD basis set.

Summary:
2S+1: 1
structure (SMILES): C[C@@H](CO)NC=O.O.O.O.O.O.O.O.O.O.O.O
E: -32759.7506 eV
largest force on an atom: 2.4 eV/Å
Kohn-Sham gap: 10.1 eV
LUMO level: 0.17 eV

```
49
Properties=species:S:1:pos:R:3:lowdin_charge:R:1
C -2.133 -1.334 -1.670 -0.023
C -0.896 -0.488 -1.483 -0.296
C 0.169 -1.171 -0.559 -0.186
O -0.455 -1.502 0.664 -0.122
N -0.256 -0.194 -2.768 0.073
C 0.293 -1.070 -3.652 -0.323
O 0.394 -2.270 -3.469 -0.003
H -3.019 -0.731 -1.889 0.084
H -2.280 -1.910 -0.767 0.053
H -2.133 -1.991 -2.548 0.085
H -1.049 0.461 -0.973 0.113
H 0.798 -1.948 -0.997 0.122
H 0.905 -0.366 -0.365 0.116
H -0.352 -2.421 0.891 0.063
H -0.034 0.781 -2.913 0.091
H 0.750 -0.598 -4.524 0.134
O -1.774 -3.900 0.635 -0.043
H -1.408 -4.570 0.041 0.032
H -2.640 -3.644 0.341 0.038
O 3.573 2.481 1.507 -0.064
H 2.621 2.277 1.511 0.003
H 3.563 3.356 1.886 0.049
O -1.169 0.909 1.718 -0.073
H -1.729 0.336 2.281 0.047
H -0.808 0.169 1.194 0.009
O 0.514 2.773 -2.594 -0.050
H 1.387 2.828 -2.159 0.015
H 0.406 3.545 -3.144 0.070
O 2.149 -1.204 1.927 -0.033
H 2.500 -1.058 2.806 0.045
H 1.985 -0.323 1.592 0.016
O -1.136 -1.454 3.363 -0.044
H -1.455 -2.267 2.962 0.036
H -0.190 -1.666 3.469 0.056
O -1.066 3.067 -0.361 -0.056
H -1.706 2.375 -0.274 0.024
H -0.583 2.956 -1.216 0.018
O 2.676 2.958 -1.036 -0.068
H 3.368 2.718 -0.391 0.038
H 2.065 3.331 -0.377 0.029
O -0.367 -4.601 -1.840 -0.037
H 0.436 -4.408 -1.400 0.020
H -0.503 -3.977 -2.558 0.015
O -0.795 1.844 4.464 -0.055
H -0.924 1.840 3.502 -0.009
H -1.401 1.147 4.696 0.017
O 0.954 3.134 1.479 -0.086
H 0.186 3.201 0.833 0.032
H 0.573 2.577 2.165 0.024
```

Entry 2:
Below is a structure of composition C33H21I3N4O6V in a non-equilibrium geometry, with properties calculated with ωB97M-V with the def2-TZVPD basis set.

Summary:
2S+1: 4
E: -102794.7786 eV
largest force on an atom: 3.8 eV/Å
Kohn-Sham gap (spin up / spin down): 3.6 / 6.1 eV
charge: -2
LUMO level (spin up / spin down): 3.23 / 3.23 eV

```
68
Properties=species:S:1:pos:R:3:lowdin_charge:R:1
V -7.629 -2.362 18.510 0.933
I -5.849 -4.611 21.193 1.080
C -6.655 -3.084 22.299 -0.660
C -5.991 -2.880 23.492 -0.216
C -6.470 -2.005 24.473 -0.144
C -7.704 -1.537 24.297 -0.080
C -8.489 -1.682 23.072 -0.128
C -9.740 -1.061 22.825 -0.100
C -10.331 -1.217 21.625 -0.136
C -9.788 -2.054 20.636 -0.180
C -8.467 -2.577 20.642 -0.129
C -7.908 -2.487 21.967 -0.228
H -4.989 -3.337 23.693 0.082
H -5.991 -1.879 25.430 0.092
H -8.027 -0.934 25.117 0.085
H -10.258 -0.379 23.504 0.096
H -11.285 -0.704 21.350 0.108
H -10.354 -1.932 19.657 0.094
O -5.919 -2.015 19.298 -0.290
C -4.743 -2.436 18.906 -0.257
C -4.673 -3.415 17.856 -0.178
C -3.416 -3.609 17.309 0.047
C -3.253 -4.660 16.354 -0.196
C -4.266 -5.467 15.991 -0.033
C -5.503 -5.217 16.510 -0.022
C -5.738 -4.181 17.370 -0.375
O -6.984 -4.159 17.822 -0.227
N -1.885 -4.980 16.047 -0.387
O -0.995 -4.230 16.427 0.003
O -1.594 -5.978 15.428 0.020
H -3.856 -2.221 19.509 0.106
H -2.533 -3.038 17.588 0.114
H -3.928 -6.216 15.271 0.118
H -6.450 -5.624 16.120 0.117
I -11.814 -3.235 15.412 0.800
C -11.117 -1.391 16.224 -0.600
C -11.561 -0.145 15.738 -0.275
C -11.109 0.986 16.317 -0.621
I -11.909 2.694 15.282 0.757
C -10.106 1.024 17.336 -0.197
C -9.578 2.213 17.903 -0.061
C -8.595 2.109 18.868 -0.041
C -8.151 0.760 19.209 -0.061
N -8.602 -0.332 18.600 0.060
C -9.580 -0.253 17.646 -0.118
C -10.058 -1.540 17.114 -0.454
O -9.622 -2.612 17.710 -0.199
H -12.348 -0.081 15.044 0.040
H -9.985 3.258 17.599 0.100
H -8.079 2.984 19.330 0.105
H -7.545 0.588 20.075 0.113
C -7.490 -2.460 15.580 -0.249
O -7.137 -1.805 16.725 -0.350
H -8.414 -2.086 15.024 0.083
H -7.487 -3.535 15.733 0.065
H -6.811 -2.158 14.833 0.051
N -8.388 -7.880 16.239 0.144
C -8.758 -7.371 17.205 -0.175
C -9.256 -6.956 18.499 -0.190
C -9.564 -5.624 18.765 0.006
C -10.261 -5.323 19.928 -0.030
C -10.653 -6.377 20.718 -0.137
N -10.300 -7.678 20.545 0.057
C -9.642 -7.930 19.430 -0.125
H -9.172 -4.916 18.035 0.095
H -10.424 -4.271 20.183 0.085
H -11.238 -6.153 21.619 0.103
H -9.447 -8.945 19.255 0.092
```

Entry 3:
Below is a cluster of 2 separate species, C16H24N2O5S in total in a non-equilibrium geometry, with properties calculated with ωB97M-V with the def2-TZVPD basis set.

Summary:
2S+1: 1
structure (SMILES): CCCOCc1cc2nsnc2cc1COC.CCOC(=O)OC
E: -41021.4106 eV
largest force on an atom: 7.3 eV/Å
Kohn-Sham gap: 6.9 eV
LUMO level: -1.61 eV

```
48
Properties=species:S:1:pos:R:3:lowdin_charge:R:1
C 3.962 -4.214 -1.669 -0.151
C 4.857 -2.839 -1.970 -0.194
C 3.950 -1.575 -1.358 -0.207
O 2.544 -1.967 -1.546 -0.251
C 1.729 -1.692 -0.343 -0.179
C 0.180 -1.496 -0.845 -0.047
C -0.972 -2.470 -0.145 0.044
C -2.530 -2.326 -0.670 -0.253
N -3.687 -3.165 -0.103 -0.278
S -5.002 -2.586 -1.096 0.846
N -4.456 -1.335 -2.213 -0.265
C -2.984 -1.276 -1.847 -0.265
C -1.804 -0.314 -2.462 0.041
C -0.201 -0.390 -1.993 -0.051
C 0.833 0.623 -2.762 -0.184
O 1.974 1.083 -1.956 -0.262
C 1.566 1.974 -0.859 -0.115
H 3.526 -4.184 -0.575 0.073
H 4.637 -5.192 -1.788 0.079
H 3.078 -4.357 -2.449 0.088
H 5.932 -2.896 -1.511 0.106
H 4.855 -2.728 -3.150 0.112
H 4.138 -0.654 -2.089 0.130
H 4.244 -1.289 -0.262 0.132
H 2.067 -0.651 0.130 0.117
H 1.862 -2.505 0.512 0.137
H -0.620 -3.232 0.703 0.110
H -2.082 0.457 -3.315 0.101
H 1.287 0.097 -3.726 0.152
H 0.204 1.543 -3.146 0.134
H 2.170 1.610 0.103 0.103
H 0.432 1.927 -0.574 0.096
H 1.836 3.113 -1.029 0.107
C -3.263 1.057 1.782 -0.061
C -1.845 1.327 2.258 -0.215
O -1.604 2.733 2.387 0.020
C -2.150 3.325 3.477 -0.549
O -2.815 2.772 4.341 0.106
O -1.862 4.650 3.427 -0.010
C -2.472 5.413 4.465 -0.053
H -3.468 1.605 0.857 0.084
H -3.415 -0.011 1.605 0.072
H -4.001 1.391 2.517 0.075
H -1.137 0.951 1.512 0.109
H -1.627 0.809 3.200 0.127
H -2.236 5.003 5.452 0.097
H -3.554 5.451 4.310 0.099
H -2.079 6.433 4.414 0.094
```